1.
Molecular formula: C4H10N
Method: DFT, ωB97M-V with the def2-TZVPD basis set

Values from the calculation:
- electronic energy (Eh) = -213.0351
- gap between HOMO and LUMO (spin up / spin down) (eV) = 4.7 / 12.8
- energy relative to the best compared isomer or geometry (same formula, charge and spin) (eV) = 1.093
- E_LUMO (spin up / spin down) (eV) = 1.2 / 0.8

The geometry in ORCA input format:
```
! RIJCOSX wB97M-V def2-TZVPD def2/J DEFGRID3
* xyz 0 2
C -0.604 -0.116 -1.132
N 0.863 0.095 -0.894
C 1.106 0.340 0.562
C -0.174 -0.036 1.295
C -1.266 -0.221 0.223
H -0.982 0.741 -1.663
H -0.677 -0.986 -1.782
H 1.269 0.860 -1.480
H 1.401 -0.772 -1.220
H 1.431 1.367 0.683
H 1.909 -0.342 0.853
H -0.056 -0.966 1.834
H -0.407 0.724 2.039
H -2.062 0.500 0.319
H -1.752 -1.188 0.365
*
```

---

2.
Molecular formula: C5H22N2O4
Method: DFT, ωB97M-V with the def2-TZVPD basis set

Values from the calculation:
- electronic energy (Eh) = -614.0963
- gap between HOMO and LUMO (eV) = 9.5
- energy relative to the best compared isomer or geometry (same formula, charge and spin) (eV) = 2.670
- E_LUMO (eV) = 0.3
- SMILES = C[C@@H](N)CCCN.O.O.O.O

The geometry in ORCA input format:
```
! RIJCOSX wB97M-V def2-TZVPD def2/J DEFGRID3
* xyz 0 1
C -2.184 1.435 -0.927
C -0.989 0.398 -0.760
C 0.314 1.178 -1.161
C 0.818 2.229 -0.189
C 1.621 1.726 1.038
N 2.834 0.910 0.683
N -1.178 -0.719 -1.632
H -1.862 2.350 -0.448
H -3.037 1.106 -0.327
H -2.222 1.690 -1.941
H -0.946 0.124 0.315
H 0.201 1.703 -2.145
H 1.018 0.363 -1.547
H 1.573 2.802 -0.782
H 0.158 3.024 0.204
H 1.049 1.104 1.742
H 1.856 2.516 1.789
H 3.656 1.431 0.442
H 2.419 0.291 -0.019
H -1.517 -1.550 -1.205
H -1.743 -0.529 -2.460
H 1.836 -2.289 -0.895
H 1.540 -1.169 -1.804
O 2.205 -1.887 -1.685
H -2.727 -2.554 0.622
H -2.351 -1.070 0.942
O -2.822 -1.636 0.341
H 1.684 -1.602 1.611
H 1.116 -2.739 0.684
O 1.411 -2.531 1.572
H -0.592 -2.404 2.964
H -1.654 -1.662 2.058
O -1.483 -2.039 2.920
*
```

---

What is the energy relative to the best compared isomer or geometry (same formula, charge and spin) in the first record? 1.093 eV

---

Look up the electronic energy of the second one. -614.0963 Eh